A 2-piece molecular cluster, C10H16O overall at a distorted geometry. Source: the OMol25 dataset; level of theory: ωB97M-V with the def2-TZVPD basis set.

Calculated values
SMILES: Cc1ccc(O)cc1.CCC
HOMO: -8.41 eV
Gap between HOMO and LUMO: 9.20 eV

The geometry in XYZ format:
```
27
Properties=species:S:1:pos:R:3:forces:R:3
H -0.839704 2.253275 0.765420 0.30 -0.02 0.30
H -1.302068 -3.530008 3.487985 0.61 -0.33 -0.06
H -2.021158 0.236528 -0.048432 -0.28 0.44 -0.06
H 1.075396 -0.361684 -2.927054 -0.57 -0.09 -0.41
C -1.168595 0.652566 -0.573746 0.61 0.19 -0.49
C 1.238629 -2.057562 2.474309 -0.66 -0.58 -0.26
C -0.281704 -1.821044 2.586955 0.93 1.85 -0.12
C 1.548899 3.234524 -0.017937 0.95 -0.11 -0.80
H -2.179523 -2.690809 2.311720 0.06 -0.08 -0.20
C 0.541185 0.253767 -2.218562 -0.72 0.55 -0.02
H -0.885271 -3.711610 1.719673 0.12 -0.18 0.24
C -0.404510 1.696627 -0.054034 -0.64 -0.59 0.13
H 1.473447 -3.010552 2.953500 0.37 0.19 0.16
H -0.498832 -1.184518 3.452710 -0.01 -0.49 0.32
H 1.339910 3.334715 1.039647 0.12 0.16 0.15
C 1.220360 1.366997 -1.739051 0.65 -1.02 0.42
H 1.490033 -2.154506 1.421648 0.09 -0.22 -0.19
H -2.377213 -1.011791 -1.775284 0.61 0.02 -0.28
O -1.517283 -1.007984 -2.235613 -0.22 -0.19 -0.16
H 2.623160 3.121964 -0.204269 0.01 -0.19 0.50
H 1.861840 -1.244954 2.838032 -0.13 0.00 0.35
C -1.159114 -3.032825 2.528257 -1.22 0.22 -0.09
H -0.528120 -1.112071 1.784147 -0.14 -0.36 -0.18
C -0.747023 -0.001375 -1.732416 0.41 -0.58 1.01
C 0.827942 2.041924 -0.584500 -0.79 1.05 -0.77
H 1.363022 4.178737 -0.540136 -0.61 -0.11 0.11
H 2.160634 1.526626 -2.256243 0.16 0.46 0.42
```
Positions in Å, forces in eV/Å.


C4HAlF12N2O9S4 as an isolated structure at a distorted geometry. Source: the OMol25 dataset; level of theory: ωB97M-V with the def2-TZVPD basis set.

Calculated values
HOMO: -11.46 eV
Gap between HOMO and LUMO: 8.35 eV

The geometry in XYZ format:
```
33
Properties=species:S:1:pos:R:3:forces:R:3
S 2.971852 -0.025496 0.004481 2.45 1.47 -2.35
O -2.110638 -0.906446 1.338291 -3.13 3.23 -5.27
O 2.745002 0.907384 -1.142989 -0.95 -0.50 2.17
F -3.260668 2.944234 -2.989829 -0.71 -0.11 0.01
O 4.298382 0.074854 0.644471 -3.71 -0.36 -0.97
F -3.415688 0.734064 -2.691679 1.31 2.49 -0.81
F -0.726858 -0.499096 2.802821 1.20 0.78 1.83
S 1.769592 -0.775296 2.109691 2.64 -3.17 5.91
C -2.696428 1.884204 -2.477269 -0.95 -0.76 2.09
N -1.250198 1.073924 -0.328629 1.08 -3.29 1.21
S -2.440628 2.076604 -0.528189 -0.24 6.53 -1.25
F 1.845812 -2.581996 -0.320119 2.25 0.21 -0.57
F -0.413538 -2.046196 1.312641 1.99 -1.82 1.37
F -1.238558 -1.340006 -2.361869 -0.26 -0.96 1.16
C 0.044892 -1.449616 2.379971 1.91 -2.14 2.17
O 1.113572 3.591324 1.315371 -1.33 -3.91 -1.53
O 2.721302 -1.928016 2.011391 -2.98 2.55 -1.31
O -1.765918 3.369704 -0.231889 -0.26 -1.96 -1.22
F 0.213012 -2.418856 3.370591 -0.50 1.52 -1.28
H 1.513352 4.481914 1.354951 -0.27 -0.89 -1.01
C 2.779222 -1.775636 -0.876029 0.06 -1.49 2.20
F -1.561488 -2.972186 -0.808059 0.12 1.91 -0.77
S -2.152228 -0.438286 -0.067649 -1.75 -4.76 2.93
O -3.650578 1.860044 0.156841 -0.64 -0.49 0.39
N 1.491352 0.148854 0.894811 1.40 1.65 -5.01
F 3.889852 -2.504276 -0.707779 -0.03 1.47 -1.14
F 2.470512 -1.434646 -2.107309 0.44 -0.88 0.10
Al 0.524672 1.850984 0.246501 1.04 2.17 2.47
O 2.193412 0.141484 3.117661 -0.95 -0.01 1.12
F -1.470388 1.829074 -2.922249 0.74 -0.74 -0.83
F 0.172802 -1.629146 -0.719389 -3.84 1.21 -2.27
O -3.452178 -0.530986 -0.717059 2.29 0.49 0.69
C -1.152628 -1.712466 -1.062489 1.57 0.59 -0.22
```
Positions in Å, forces in eV/Å.


C9H10Cl4MnN2O2SSi as an isolated structure. Source: the OMol25 dataset; level of theory: ωB97M-V with the def2-TZVPD basis set.

Calculated values
⟨S²⟩: 8.759
HOMO (spin up / spin down): -8.09 / -8.38 eV
Multiplicity: 6
Gap between HOMO and LUMO (spin up / spin down): 7.71 / 7.90 eV

The geometry in XYZ format:
```
30
Properties=species:S:1:pos:R:3:forces:R:3
C 0.070286 3.288991 5.356030 0.00 0.03 0.02
H -0.848837 1.795073 6.601296 0.00 0.00 -0.01
C -0.511928 2.030998 5.600098 -0.01 -0.01 0.00
H -1.105756 0.153289 4.772551 0.00 0.01 0.01
H 1.160254 1.260190 -4.498135 -0.02 -0.03 -0.01
H 2.109678 -1.123737 -3.098162 -0.13 0.00 -0.02
Cl -3.401472 -2.084849 -0.658054 -0.17 -0.10 -0.02
S 2.031552 -0.411774 -0.537294 -0.02 0.06 -0.08
H 1.241449 4.134338 1.741379 0.04 -0.03 0.00
H 1.717018 -0.241337 -5.202521 0.03 -0.01 0.00
Si -1.392486 -1.574901 -0.762289 -0.13 0.27 0.10
H 1.588597 2.348635 -2.804300 0.02 -0.01 0.00
H 1.689234 2.285755 -1.073011 -0.05 0.05 0.04
N 1.992597 -0.125293 -3.156596 0.17 -0.01 0.01
O 0.898309 2.452402 0.714567 -0.34 -0.01 -0.10
C 1.929060 0.499746 -1.985874 -0.07 -0.04 -0.01
C 0.849860 3.105859 1.768381 0.10 -0.02 0.18
Cl 0.237163 4.421212 6.667064 -0.01 -0.02 -0.02
O -0.373890 0.508070 2.353526 -0.08 0.04 0.04
H 0.938083 4.574809 3.907690 0.00 0.00 0.01
C 0.492824 3.606498 4.103129 0.01 0.05 0.01
Cl -0.912526 -2.072083 -2.737315 0.08 -0.12 -0.21
C 0.364810 2.680263 3.040901 -0.05 0.02 -0.11
C -0.221208 1.398106 3.268467 0.02 0.00 -0.09
C -0.655323 1.120093 4.592535 0.00 -0.03 0.05
H 2.907714 0.977916 -4.710590 0.00 0.03 0.01
C 1.953403 0.512403 -4.457026 -0.06 -0.01 0.00
Mn -0.143320 0.524820 0.386764 0.74 -0.05 0.51
N 1.782949 1.825249 -1.968171 0.07 0.01 -0.03
Cl -1.770895 0.882059 -1.251039 -0.17 -0.04 -0.26
```
Positions in Å, forces in eV/Å.


A 2-piece molecular cluster, C10H18O2Si overall at a distorted geometry. Source: the OMol25 dataset; level of theory: ωB97M-V with the def2-TZVPD basis set.

Calculated values
HOMO (spin up / spin down): -7.19 / -7.20 eV
Gap between HOMO and LUMO (spin up / spin down): 7.05 / 7.05 eV

The geometry in XYZ format:
```
31
Properties=species:S:1:pos:R:3:forces:R:3
Si -1.041035 -0.271709 0.403095 0.87 1.88 -1.94
H -1.360464 -0.711205 -2.144018 0.51 0.24 0.25
C 0.092730 -0.962725 1.810011 -1.82 0.08 -1.35
H -3.939627 -0.423267 -0.941128 -0.17 -0.74 -3.33
C -4.039939 -0.253706 0.046963 0.26 1.21 3.08
H -5.060029 -0.119577 0.486854 1.10 -0.23 -0.41
C -0.512410 -3.432396 -2.567340 3.14 4.11 -0.50
H -0.531454 -1.196873 2.637639 0.03 -0.02 1.30
H 0.069663 -2.830466 -0.411766 -1.75 -0.37 -1.89
H -3.047377 0.087400 1.728266 -0.63 0.95 4.23
C -0.747875 -2.621346 -1.250906 2.46 0.58 0.00
C 3.463516 3.262060 1.178309 -0.78 -3.45 -0.89
H 0.318867 -0.852570 -1.611686 3.79 1.08 -1.23
H 3.936048 2.236871 0.847103 -1.32 1.81 0.26
H 1.365364 4.160021 1.211034 0.85 0.79 0.38
H 3.482748 3.219346 2.219168 -0.09 -0.10 1.92
C -0.047463 2.538510 0.230776 -2.08 -1.78 -0.46
H 1.910278 -1.766380 2.442986 1.39 -1.12 1.88
C -0.629819 -1.061850 -1.395102 -5.31 -1.53 2.62
C -2.916794 -0.039029 0.751415 1.02 -1.66 -2.95
H -1.315563 -3.603029 -3.223928 -1.50 -0.14 -0.27
H -1.676691 -3.046437 -0.990373 -1.36 0.30 1.38
H 4.169049 3.967449 0.900761 1.04 1.69 -0.83
H -0.098329 -4.307751 -2.198114 0.98 -2.02 -0.16
C 1.355972 -1.341340 1.700096 -1.64 1.45 -2.81
C 2.058862 3.535008 0.658061 -0.46 0.30 -2.87
O 1.222695 2.341797 0.508880 1.14 -0.64 0.59
O -0.616681 3.563748 -0.055004 0.92 -0.85 0.48
H 2.110162 3.914325 -0.422701 0.07 -0.02 1.59
H 0.250741 -2.803562 -3.255148 -1.23 -1.75 1.54
H 1.774854 -1.181318 0.705795 0.59 -0.06 0.39
```
Positions in Å, forces in eV/Å.


One molecule with the formula C3H5N3S at a distorted geometry. Source: the OMol25 dataset; level of theory: ωB97M-V with the def2-TZVPD basis set.

Calculated values
SMILES: [H]/N=C/N/C(C=S)=N/[H]
HOMO: -9.71 eV
Gap between HOMO and LUMO: 8.05 eV

The geometry in XYZ format:
```
12
Properties=species:S:1:pos:R:3:forces:R:3
H -2.524547 1.269764 0.140029 -0.45 -0.19 -0.17
H 3.274280 -1.004237 -0.304523 -2.02 -1.94 0.56
C 1.558031 -0.548192 0.128338 -0.98 0.15 -0.23
C -2.038052 0.304253 0.037871 -0.08 -3.08 0.08
H -0.293787 -1.517004 -0.021377 -0.35 -1.20 -0.04
N 0.182154 -0.693720 0.246525 0.55 1.14 0.10
N 2.309501 -1.527476 -0.141359 2.90 2.20 -0.48
S -2.809515 -1.202867 -0.043181 1.24 3.13 0.10
N -0.015972 1.642366 -0.107460 -1.41 -1.07 0.16
H 1.707018 0.538991 0.224554 1.13 -0.55 -0.06
C -0.525107 0.449542 0.053364 -1.44 1.76 -0.17
H -0.824002 2.288585 -0.212786 0.91 -0.33 0.15
```
Positions in Å, forces in eV/Å.


A 2-piece molecular cluster, C2H9N5 overall at a distorted geometry. Source: the OMol25 dataset; level of theory: ωB97M-V with the def2-TZVPD basis set.

Calculated values
Total charge: +2
HOMO (spin up / spin down): -16.95 / -16.95 eV
Gap between HOMO and LUMO (spin up / spin down): 8.11 / 8.14 eV

The geometry in XYZ format:
```
16
Properties=species:S:1:pos:R:3:forces:R:3
C -2.249635 0.309601 0.026912 -0.39 0.33 0.01
N 3.207793 -0.852557 0.051438 0.67 -2.03 -0.06
H 3.163203 -1.378867 -0.851249 0.03 0.15 0.49
H -2.503653 1.365847 0.062282 -0.05 -0.12 -0.01
H 1.135017 2.440825 0.158123 -0.22 -0.01 -0.03
H -0.756772 -1.035091 0.058447 0.00 0.30 0.04
H -3.045976 -1.552891 -0.060975 0.02 -0.01 0.00
H 4.211681 -0.619314 0.211063 -0.23 -0.04 -0.04
H -0.564724 2.678182 -0.091335 0.25 -0.11 0.08
N -0.959562 -0.036201 0.061620 -0.50 -0.33 -0.04
N 0.205971 2.024936 0.075879 -0.54 0.55 -0.05
N 2.537129 0.342844 0.029611 -1.30 2.19 0.05
H 2.939936 -1.481606 0.840919 0.13 0.25 -0.35
C 0.154469 0.753484 0.161399 2.14 -1.19 -0.07
N -3.209576 -0.552110 -0.027630 -0.09 -0.10 -0.04
H -4.185535 -0.273566 -0.050487 0.09 0.17 0.02
```
Positions in Å, forces in eV/Å.


Going through the records in order, we get total energy values of -465.8518 -3973.0058 -4288.6307 -831.5895 -679.7141 -354.5598 Ha.
Going through the records in order, we get ΔE to the lowest compared entry with this formula, charge and spin values of 1.253 0.000 0.575 4.607 1.935 5.486 eV.